1.
This record from OMol25 describes a cluster of 2 separate species, C2H4FNO in total in a non-equilibrium geometry. The level of theory is the ωB97M-V functional and the def2-TZVPD basis.

```
9
Properties=species:S:1:pos:R:3:forces:R:3
C -0.4180 0.2094 0.4977 -0.49 2.98 3.72
C -1.1580 -0.2276 -0.5888 -1.53 0.03 -1.81
N 0.8871 -0.6506 0.4288 2.38 -0.93 -0.79
O 1.7391 -0.5777 -0.3643 -0.84 0.29 0.90
F 2.8813 0.8283 -0.0271 -0.49 -0.05 -0.07
H -0.1568 1.3754 0.6063 0.00 -2.72 -0.67
H -0.7867 -0.1228 1.5561 0.42 0.61 -2.17
H -1.9450 -0.9607 -0.4852 0.15 -0.21 0.20
H -1.0431 0.1263 -1.6234 0.42 0.00 0.68
```
Positions in Å, forces in eV/Å.

The HOMO-LUMO gap (spin up / spin down) comes out at 8.17 / 7.92 eV. The calculation puts the energy above the lowest of the compared OMol25 structures with the same formula, charge and spin at 8.002 eV. For the max |F|, the calculation gives 0.093 hartree/bohr. As for the energy: -8386.2455 eV.

Results of the Mulliken charge analysis, in e, for atoms 1 through 2: -0.0376 -0.6282

=====

2.
This record from OMol25 describes an isolated molecule of C21H24N2O2. The level of theory is the ωB97M-V functional and the def2-TZVPD basis.

```
49
Properties=species:S:1:pos:R:3:forces:R:3
C -0.6493 -1.0041 -2.8000 -0.09 0.22 -0.11
C 0.1433 0.1886 -2.3134 -0.14 -0.73 -0.04
O -0.1230 1.3367 -2.6192 -0.04 0.51 -0.13
N 1.1590 -0.1315 -1.4868 0.34 -0.16 0.23
C 2.1544 0.8161 -1.0076 -0.04 0.42 -0.08
C 1.5424 1.9689 -0.1716 0.00 0.00 0.01
C 0.4943 1.4938 0.8242 0.17 0.38 -0.46
O 0.7535 1.1586 1.9632 0.16 -0.23 0.45
N -0.7515 1.4970 0.3129 -0.43 0.14 -0.02
C -1.9369 1.0758 1.0379 0.06 0.15 0.15
C -3.0618 2.0798 0.7784 -0.03 -0.15 0.26
C -4.4207 1.4671 1.0878 0.00 0.09 -0.28
C -4.6762 0.3168 0.1210 -0.09 0.13 0.14
C -3.5719 -0.6980 0.1993 0.03 -0.04 -0.01
C -3.8142 -2.0183 -0.1648 0.06 -0.10 -0.05
C -2.8275 -2.9807 -0.0702 -0.10 -0.07 -0.05
C -1.5773 -2.6340 0.4172 0.11 0.01 0.07
C -1.3268 -1.3242 0.7786 -0.01 -0.13 0.02
C -2.3056 -0.3436 0.6551 -0.04 -0.08 0.04
C 3.2203 0.0954 -0.2221 0.05 -0.11 -0.14
C 4.5587 0.3922 -0.4476 -0.09 0.02 -0.02
C 5.5529 -0.2363 0.2806 0.08 0.03 0.02
C 5.2199 -1.1715 1.2453 0.06 -0.02 0.04
C 3.8890 -1.4705 1.4789 0.00 -0.07 0.04
C 2.8951 -0.8417 0.7503 0.01 0.00 -0.04
H -1.1256 -1.5015 -1.9575 -0.04 -0.07 0.07
H -1.4137 -0.6670 -3.4939 0.01 0.03 -0.01
H 0.0056 -1.7126 -3.3022 0.04 -0.10 -0.02
H 1.3120 -1.0996 -1.2526 -0.06 0.02 -0.13
H 2.6170 1.2860 -1.8881 -0.02 -0.08 0.21
H 1.0897 2.6892 -0.8525 0.06 -0.02 0.03
H 2.3520 2.4481 0.3800 -0.08 0.00 0.00
H -0.8756 1.7366 -0.6611 0.13 0.04 -0.02
H -1.6557 1.0801 2.0995 -0.09 0.03 -0.18
H -2.8934 2.9761 1.3770 0.08 0.02 -0.08
H -3.0374 2.3714 -0.2752 -0.01 0.06 -0.05
H -4.4331 1.0947 2.1143 -0.06 0.01 0.07
H -5.2033 2.2212 0.9896 -0.01 -0.01 0.07
H -4.7344 0.7079 -0.9002 -0.08 0.03 0.00
H -5.6313 -0.1655 0.3403 0.01 -0.01 -0.07
H -4.7971 -2.2911 -0.5225 -0.11 -0.02 -0.03
H -3.0351 -4.0003 -0.3599 -0.03 -0.09 -0.02
H -0.8062 -3.3838 0.5206 0.07 -0.06 0.02
H -0.3652 -1.0448 1.1810 0.14 0.05 0.05
H 4.8232 1.1233 -1.1985 0.02 0.06 -0.10
H 6.5890 0.0051 0.0940 0.08 0.01 -0.02
H 5.9947 -1.6620 1.8155 0.06 -0.04 0.04
H 3.6209 -2.1916 2.2366 -0.02 -0.06 0.07
H 1.8618 -1.0681 0.9615 -0.12 -0.01 0.05
```
Positions in Å, forces in eV/Å.

The HOMO-LUMO gap comes out at 9.78 eV. Its SMILES is CC(=O)N[C@@H](CC(=O)N[C@H]1CCCc2ccccc21)c1ccccc1. The calculation puts the energy above the lowest of the compared OMol25 structures with the same formula, charge and spin at 0.000 eV. For the max |F|, the calculation gives 0.014 hartree/bohr. As for the energy: -29243.9027 eV.

Results of the Mulliken charge analysis, in e, for atoms 1 through 2: -1.0840 0.4842

=====

3.
This record from OMol25 describes a structure of composition C21H26Br51ClO2Si in a non-equilibrium geometry. The level of theory is the ωB97M-V functional and the def2-TZVPD basis.

```
102
Properties=species:S:1:pos:R:3:forces:R:3
C 1.5294 2.4983 0.6592 -0.25 -0.31 -0.07
C 0.9714 2.4186 -0.7426 1.99 -1.17 -2.75
O 1.6999 2.0295 -1.6796 -2.18 1.02 2.60
O -0.3438 2.6816 -0.9979 1.21 0.34 0.12
C -0.9224 3.8068 -0.3232 -1.33 0.14 0.31
C -1.9883 3.2926 0.6505 0.49 0.01 -0.26
Si -2.8679 1.7415 0.0359 0.14 0.23 0.18
Cl -3.3222 1.7403 -1.9930 0.07 0.00 0.42
H 2.4046 3.1405 0.6685 -0.15 0.25 0.03
H 1.9170 1.5022 0.8824 -0.14 -0.06 -0.01
H 0.8125 2.7604 1.4340 0.03 0.16 -0.06
H -1.4268 4.4149 -1.0733 0.23 -0.09 -0.24
H -0.1905 4.4534 0.1627 0.23 -0.24 0.00
H -2.7040 4.0727 0.9171 0.04 0.04 -0.07
H -1.4560 3.0055 1.5609 -0.35 -0.18 0.16
H -1.9957 0.6004 0.3778 -0.13 -0.14 -0.21
H -4.1555 1.6534 0.7450 0.03 -0.22 0.01
C -0.3203 2.1191 4.7398 0.05 -0.01 0.01
Br -0.6883 0.7802 3.4001 0.02 0.06 0.06
Br 1.5089 2.0338 5.3335 -0.04 -0.03 -0.05
Br -0.7763 3.9004 4.1500 0.01 -0.12 0.05
H -0.9448 1.8892 5.5905 -0.01 0.03 0.01
C 1.0903 -3.2236 3.1551 -0.04 0.08 0.03
Br 1.3775 -2.7472 5.0024 -0.08 -0.11 -0.27
Br -0.7911 -3.3905 2.7468 0.59 0.23 0.14
Br 2.0143 -2.0110 1.9729 -0.13 -0.06 -0.01
H 1.5260 -4.2013 3.0012 0.02 0.00 -0.01
C -0.7744 -4.5538 -1.2653 0.04 0.13 0.09
Br -0.6747 -2.6339 -1.1642 0.02 -0.06 -0.02
Br -0.7537 -5.1726 -3.0878 0.01 0.00 0.06
Br 0.5950 -5.4134 -0.2131 -0.08 0.04 -0.13
H -1.7254 -4.8440 -0.8434 -0.02 -0.01 0.01
C -6.8158 4.4526 -0.9048 -0.06 -0.01 -0.17
Br -8.1802 5.7868 -0.6610 0.06 -0.01 0.04
Br -5.6649 4.8700 -2.3887 -0.07 0.00 0.11
Br -5.8238 4.1388 0.7172 -0.03 0.10 -0.01
H -7.3171 3.5258 -1.1471 -0.02 0.00 0.02
C 0.9881 -3.8242 8.9999 -0.04 -0.03 -0.05
Br -0.8890 -3.4837 8.7427 0.07 -0.01 -0.02
Br 1.4824 -5.5851 8.3998 -0.02 0.07 0.00
Br 2.0721 -2.4651 8.1716 0.05 0.05 0.29
H 1.1796 -3.7818 10.0617 0.01 0.01 0.01
C -2.2676 5.9498 -4.4254 0.12 -0.02 0.00
Br -3.8173 5.6780 -5.5397 0.04 -0.01 0.10
Br -2.6728 7.0738 -2.9075 0.07 -0.02 -0.06
Br -1.4648 4.2923 -3.8795 -0.05 0.05 -0.09
H -1.5367 6.4746 -5.0229 -0.03 0.05 0.00
C -1.9549 8.0620 3.7522 0.02 0.10 0.01
Br -2.3411 6.7674 2.3829 0.03 -0.02 -0.06
Br -0.1380 7.9171 4.3723 -0.06 -0.02 -0.03
Br -2.3787 9.8504 3.1821 0.03 -0.08 0.00
H -2.5983 7.8325 4.5903 0.04 0.03 -0.08
C 5.4859 3.3185 -0.6846 -0.03 -0.08 -0.05
Br 4.2483 4.7758 -0.4595 0.12 0.12 -0.07
Br 6.9234 3.7854 -1.8746 -0.05 0.00 0.07
Br 6.1363 2.6743 1.0098 -0.03 0.04 -0.05
H 4.9369 2.5091 -1.1457 -0.04 0.01 -0.01
C -3.7061 -6.0424 1.5986 0.03 0.01 0.09
Br -3.6419 -4.1059 1.6646 -0.41 -0.34 -0.29
Br -3.6778 -6.7270 -0.2034 0.13 0.12 0.08
Br -2.3162 -6.8322 2.6696 -0.06 -0.01 -0.05
H -4.6501 -6.3413 2.0311 -0.03 0.05 -0.01
C 1.6480 9.5631 -2.2000 -0.01 -0.01 -0.03
Br 1.9851 11.3695 -1.6278 0.00 -0.06 -0.02
Br 2.0910 9.3102 -4.0579 -0.01 0.00 0.08
Br 2.5451 8.2831 -1.0777 0.00 0.03 -0.01
H 0.5871 9.3881 -2.0996 -0.02 -0.01 0.00
C -5.7975 6.6786 5.8375 -0.06 -0.01 -0.07
Br -6.5952 8.4277 5.9050 0.07 -0.05 -0.02
Br -5.9400 5.8956 4.0850 0.03 0.07 0.05
Br -3.9717 6.7049 6.4672 -0.11 -0.08 0.07
H -6.3529 6.0472 6.5153 0.02 0.00 0.03
C 4.2968 -7.2814 0.1740 0.06 0.04 0.01
Br 2.6821 -8.1438 0.7665 0.06 -0.02 0.02
Br 4.1770 -6.7604 -1.6749 -0.08 0.00 0.04
Br 4.7602 -5.7918 1.3032 -0.06 -0.02 -0.05
H 5.0960 -8.0041 0.2517 0.01 -0.01 -0.01
C -9.9826 1.7664 -2.9991 -0.02 0.05 0.00
Br -9.3750 3.4286 -3.7543 0.02 -0.05 0.07
Br -8.7646 1.1115 -1.6533 -0.02 0.00 -0.04
Br -11.7779 1.9061 -2.3207 0.07 0.00 0.00
H -9.9978 1.0383 -3.7965 0.02 -0.02 0.01
C 6.4012 -4.8989 -4.2171 -0.03 0.01 -0.03
Br 5.3921 -3.2602 -4.1937 0.03 -0.07 0.00
Br 6.2941 -5.7753 -5.9304 0.03 0.21 0.00
Br 8.2222 -4.6187 -3.6605 -0.07 0.01 -0.02
H 5.9486 -5.5610 -3.4929 0.05 -0.02 0.01
C 8.1340 -9.2322 -3.6576 0.00 -0.02 -0.02
Br 6.3117 -9.0269 -4.2416 0.07 -0.09 0.10
Br 9.3500 -8.1871 -4.7195 -0.04 -0.05 0.02
Br 8.3213 -8.8571 -1.7758 -0.02 0.04 -0.06
H 8.3995 -10.2686 -3.8040 0.00 -0.02 0.03
C 12.9014 -8.7123 -7.3105 -0.01 -0.02 0.00
Br 14.4243 -8.4339 -8.4547 -0.05 -0.03 0.04
Br 11.3316 -9.1881 -8.3185 0.05 0.01 0.03
Br 13.2738 -9.9996 -5.9277 -0.01 0.03 -0.05
H 12.6938 -7.7716 -6.8221 0.00 0.01 0.00
C -7.4898 -3.9736 -0.5465 -0.04 0.07 0.01
Br -7.3067 -5.8757 -0.7376 -0.07 -0.04 0.04
Br -7.7423 -3.4625 1.2947 0.02 -0.03 -0.05
Br -6.0170 -3.0413 -1.3497 0.05 0.05 -0.02
H -8.3813 -3.6830 -1.0826 -0.02 0.00 0.02
```
Positions in Å, forces in eV/Å.

The HOMO-LUMO gap comes out at 9.63 eV. For the max |F|, the calculation gives 0.070 hartree/bohr. As for the energy: -3618856.5044 eV.

Results of the Mulliken charge analysis, in e, for atoms 1 through 2: 0.0191 0.7115

=====

4.
This record from OMol25 describes a structure of composition C14H25ClCoIN2OP2 in a non-equilibrium geometry. The level of theory is the ωB97M-V functional and the def2-TZVPD basis.

```
47
Properties=species:S:1:pos:R:3:forces:R:3
C -5.7278 -2.4922 -4.1085 0.26 -0.04 0.20
C -4.5564 -2.7975 -3.2151 -0.73 -4.71 -0.12
H -6.2102 -3.4369 -4.3852 0.17 0.18 0.11
H -5.3759 -1.9734 -5.0048 0.01 0.02 0.07
H -6.4353 -1.8517 -3.5740 0.08 0.01 -0.02
O -4.1648 -3.8734 -2.8296 -0.51 4.06 -0.74
I -3.4514 -1.0272 -2.5545 0.60 0.58 0.40
Co 0.3614 0.3918 0.1249 0.61 0.37 0.46
P -1.2851 0.1367 1.7335 -0.54 -0.23 0.97
C -0.9948 -0.8700 3.2266 -0.13 -0.01 0.00
C -1.6412 1.8458 2.2989 -0.04 -0.14 -0.08
H -2.4267 1.8429 3.0643 0.21 -0.04 -0.09
H -3.6443 -0.2878 2.0374 0.15 -0.08 -0.24
H -1.9833 2.4223 1.4312 0.12 -0.10 0.24
H -3.2410 0.0522 0.3206 -0.02 0.07 0.22
H -0.0069 -0.6726 3.6513 -0.22 -0.16 0.04
H -0.7364 2.3118 2.6990 -0.23 0.05 -0.01
C -2.9223 -0.4631 1.2283 -0.06 0.02 -0.13
H -1.7692 -0.6781 3.9782 0.19 -0.02 -0.08
H -2.8533 -1.5325 1.0248 -0.08 -0.05 0.06
H -1.0547 -1.9260 2.9310 0.12 0.22 0.13
P 1.3570 -0.1883 -1.8687 0.68 -0.43 -0.83
C 2.7680 -1.3410 -1.9094 0.01 0.00 -0.10
C 0.3369 -0.8599 -3.2113 -0.13 0.04 -0.02
H 1.0482 2.0454 -2.7126 0.26 -0.12 0.06
H 2.4246 1.2503 -3.5331 -0.03 0.00 0.22
H 2.6144 1.9033 -1.8742 -0.10 0.04 -0.22
C 1.9289 1.4082 -2.5677 -0.06 -0.14 0.01
H -0.5769 -0.2711 -3.3109 0.21 0.03 -0.10
H 0.9088 -0.8371 -4.1489 -0.21 -0.04 0.21
H 3.2710 -1.3011 -2.8818 -0.01 -0.01 0.19
H 2.3700 -2.3549 -1.7665 0.19 0.23 0.06
H 0.0753 -1.8899 -2.9658 0.02 -0.05 -0.10
H 3.4798 -1.1174 -1.1094 -0.06 -0.19 -0.21
Cl -1.1102 1.5505 -1.0483 -0.65 0.48 -0.53
N 2.5287 2.0114 5.9831 0.53 -0.51 -2.75
C 2.7534 1.8065 4.8513 -0.58 0.40 2.29
C 3.0038 1.5511 3.4482 -0.59 -0.08 0.08
C 4.2817 1.6818 2.9126 -0.15 -0.07 -0.22
C 4.4406 1.4106 1.5589 -0.21 -0.13 -0.38
C 3.3347 1.0340 0.7995 -0.08 -0.04 0.19
N 2.0902 0.9124 1.3082 0.27 0.23 0.24
C 1.9379 1.1685 2.6154 0.16 0.00 0.06
H 5.1092 1.9854 3.5488 -0.11 -0.07 -0.18
H 5.4086 1.4796 1.0714 -0.15 0.02 0.15
H 3.4131 0.7948 -0.2578 0.25 0.20 0.31
H 0.9220 1.0457 2.9907 0.54 0.20 0.17
```
Positions in Å, forces in eV/Å.

The HOMO-LUMO gap (spin up / spin down) comes out at 7.47 / 3.91 eV. As for the net charge: +2. The spin multiplicity is 5. For the max |F|, the calculation gives 0.093 hartree/bohr. As for the energy: -96763.3751 eV.

Results of the Mulliken charge analysis, in e, for atoms 1 through 2: -1.0188 0.6504